(1)
Formula: C22H21ILaN7OPS
Source: OMol25
Level of theory: ωB97M-V/def2-TZVPD

Results
**E_LUMO**: -2.44 eV
**ΔE to the lowest compared entry with this formula, charge and spin**: 0.0 kJ/mol
**Charge**: +1
**DFT total energy**: -64714.3613 eV

Cartesian coordinates (Å):
C (-0.657, 1.451, -5.551)
C (1.198, 1.882, -0.551)
C (-3.039, 3.623, -3.693)
C (1.017, 2.766, 2.936)
H (4.491, -2.925, 3.788)
H (1.351, 2.066, 3.697)
N (-1.923, -3.033, -1.597)
C (-1.457, 1.981, -4.497)
H (-0.009, 3.068, 3.135)
C (3.639, -2.262, 3.672)
C (2.879, -3.187, 0.270)
C (-2.283, -2.322, 1.634)
I (-2.433, 0.879, -0.422)
H (3.963, -1.235, 3.824)
H (1.145, 3.896, 0.410)
C (1.151, 2.820, 0.436)
C (-0.567, -1.225, 2.370)
H (2.950, -3.720, -0.663)
N (-0.970, -2.011, 1.380)
H (-0.673, 1.951, -6.512)
La (-0.124, -1.424, -1.113)
C (0.103, -0.280, -4.076)
H (0.751, -1.160, -3.969)
H (0.701, -0.068, -6.160)
H (-3.600, -1.710, 3.332)
C (-1.451, 1.323, -3.246)
H (-2.018, 0.758, 4.271)
P (1.113, -0.522, 2.570)
H (-3.651, 4.500, -3.855)
C (2.101, -1.779, 1.713)
N (1.184, 0.635, 0.016)
C (3.621, -3.333, 1.407)
H (-0.546, -0.084, 4.812)
H (-2.135, -0.732, 5.236)
H (-2.851, -2.948, 0.966)
C (-3.076, 2.975, -2.437)
C (-1.569, -0.214, 4.467)
H (1.666, 3.638, 2.953)
H (2.876, -2.529, 4.399)
C (-0.636, 0.170, -3.008)
N (-1.573, -1.027, 3.254)
H (4.447, -3.977, 1.654)
C (-2.255, 3.135, -4.696)
C (-2.670, -1.713, 2.788)
S (-1.015, -3.979, -2.269)
C (0.101, 0.340, -5.357)
N (3.127, -2.434, 2.312)
H (1.229, 2.015, -1.619)
C (1.125, 0.811, 1.328)
N (1.113, 2.134, 1.623)
N (1.936, -2.222, 0.475)
H (-2.237, 3.623, -5.663)
O (0.460, -3.605, -2.272)
H (-3.720, 3.351, -1.654)
C (-2.301, 1.869, -2.248)

***

(2)
Formula: C22H21N2O2
Source: OMol25
Level of theory: ωB97M-V/def2-TZVPD

Results
**SMILES**: COc1ccc([C@@H](OC)C([N+]#N)(c2ccccc2)c2ccccc2)cc1
**E_LUMO**: -4.93 eV
**ΔE to the lowest compared entry with this formula, charge and spin**: 447.2 kJ/mol
**Charge**: +1
**DFT total energy**: -30220.2407 eV

Cartesian coordinates (Å):
O (2.155, 0.805, 0.744)
H (2.586, -0.059, -1.443)
N (0.109, 1.524, -1.005)
H (-4.256, -2.660, -0.130)
H (0.039, -2.519, 0.964)
H (-2.057, 0.532, -2.015)
H (-0.957, 3.023, 4.495)
C (-2.916, -1.564, 1.151)
C (0.413, -3.219, -0.998)
H (-0.190, -4.120, -0.907)
H (3.163, 0.635, 2.575)
H (0.353, 5.671, 1.320)
C (-3.174, -1.106, -1.218)
C (1.528, -3.773, -4.485)
C (-0.239, 4.464, 3.005)
C (0.942, 0.104, 0.728)
H (-0.111, 5.268, 3.743)
H (-3.607, -1.393, -2.176)
H (1.164, -4.591, -5.131)
C (-0.190, 3.647, 0.730)
N (0.672, 1.504, -1.999)
H (1.908, 1.919, 2.589)
H (-0.004, 3.861, -0.327)
C (-0.760, 3.239, 3.432)
H (2.490, -1.727, -3.260)
C (-2.272, -0.043, -1.107)
C (-1.984, -0.519, 1.220)
C (1.917, -1.857, -2.334)
C (0.541, -2.314, 0.022)
O (0.851, -3.944, -3.192)
H (-1.503, 1.318, 2.809)
C (1.946, -0.921, -1.299)
H (2.633, -3.833, -4.345)
H (0.677, -0.202, 1.736)
C (1.063, -2.988, -2.233)
C (-0.277, 1.053, 0.296)
H (3.445, 2.119, 1.662)
C (-0.999, 2.235, 2.470)
C (-1.569, 0.192, 0.097)
C (1.118, -1.053, -0.180)
H (1.297, -2.770, -4.911)
C (-0.008, 4.697, 1.646)
C (2.659, 1.397, 1.964)
C (-0.513, 2.339, 1.154)
H (-1.455, -0.349, 2.172)
H (-3.136, -2.146, 2.060)
C (-3.493, -1.874, -0.089)

***

(3)
Formula: C22H21N2O3SbV
Source: OMol25
Level of theory: ωB97M-V/def2-TZVPD

Results
**⟨S²⟩**: 0.89
**E_LUMO (spin up / spin down)**: -8.53 / -7.66 eV
**Spin multiplicity**: 2
**ΔE to the lowest compared entry with this formula, charge and spin**: 74.7 kJ/mol
**Charge**: +2
**DFT total energy**: -64484.4376 eV

Cartesian coordinates (Å):
C (-2.962, -0.794, 2.293)
H (0.902, -4.089, -3.709)
H (3.775, 0.852, -3.234)
C (1.927, 1.565, 3.733)
C (-2.499, -0.181, 1.160)
C (-5.161, 0.046, 1.752)
C (2.616, 1.854, -1.914)
C (2.949, 0.615, -2.604)
N (1.163, 1.896, -1.611)
C (-4.305, -0.663, 2.590)
C (1.345, -2.384, -0.846)
C (-3.347, 0.476, 0.286)
H (3.302, -0.031, -1.813)
H (-4.806, -1.120, 3.425)
C (2.383, 0.529, 4.482)
H (1.385, -2.035, 2.448)
C (1.018, 0.066, 2.146)
O (3.316, 2.659, -1.385)
H (2.000, 2.589, 4.119)
H (2.020, -2.216, -0.110)
H (0.730, 4.105, -1.778)
H (0.946, 2.206, 1.984)
O (-1.234, 1.744, -2.313)
C (1.641, -3.149, -1.996)
H (2.866, 0.776, 5.518)
H (-6.161, 0.285, 2.047)
C (-4.664, 0.671, 0.632)
C (0.654, -3.366, -2.893)
H (-2.218, -1.229, 2.966)
H (1.606, 0.322, -4.265)
H (-1.246, -3.000, -3.646)
N (1.786, -0.001, -3.283)
H (2.634, -1.611, 4.574)
C (1.598, -1.021, 2.761)
C (2.224, -0.778, 3.978)
H (-5.211, 1.403, 0.079)
H (1.856, -1.005, -3.211)
V (0.051, 0.520, -1.959)
C (0.070, -1.753, -0.744)
C (-1.067, 2.830, -1.486)
H (2.604, -3.574, -2.172)
C (1.323, 1.347, 2.524)
H (-1.933, -1.543, -1.610)
C (-0.560, -2.750, -2.855)
H (0.441, 3.310, -0.089)
C (0.390, 3.118, -1.179)
C (-0.894, -1.945, -1.807)
O (-1.929, 3.476, -1.003)
H (-2.879, 1.113, -0.504)
Sb (-0.445, -0.133, 0.519)

***

(4)
Formula: C22H21N2O9S2
Source: OMol25
Level of theory: ωB97M-V/def2-TZVPD

Results
**E_LUMO**: 1.48 eV
**ΔE to the lowest compared entry with this formula, charge and spin**: 67.7 kJ/mol
**Charge**: -1
**DFT total energy**: -66230.4495 eV

Cartesian coordinates (Å):
O (4.453, 1.910, 3.091)
S (-1.361, -1.063, -3.379)
C (-6.111, 1.483, 2.860)
C (-1.471, -0.317, 1.824)
H (-1.660, 1.564, 0.780)
H (2.686, 3.371, 4.467)
H (4.761, -1.349, 1.713)
O (-5.306, 0.334, 3.228)
O (-1.802, -2.205, -2.605)
C (-0.090, -2.492, -6.959)
H (0.019, -1.518, 0.773)
C (0.928, 1.241, 2.788)
C (4.644, -0.800, 2.656)
H (-6.968, 1.446, 3.538)
O (2.307, -1.475, -2.323)
O (-0.107, 1.851, 3.062)
C (-3.334, -0.952, 3.241)
H (4.649, -1.524, 3.489)
H (1.101, 0.337, -0.126)
H (-6.452, 1.426, 1.817)
H (-0.540, -2.943, -7.845)
O (2.427, -1.822, 1.425)
O (2.206, 0.712, -3.600)
C (3.410, 1.281, 2.932)
C (-0.036, -0.270, -2.458)
C (1.291, -2.249, -6.904)
S (1.595, -0.534, -3.163)
H (5.419, -0.045, 2.811)
C (-2.174, 0.826, 1.397)
C (2.290, -0.739, 2.010)
C (-0.097, -0.630, 1.423)
C (-0.904, -2.194, -5.863)
H (-1.981, -2.377, -5.872)
H (2.733, 3.849, 2.747)
H (-3.804, -1.580, 3.997)
C (1.041, -1.360, -4.676)
H (1.925, -2.518, -7.752)
O (-0.218, 0.804, -1.727)
H (2.943, -1.523, -5.677)
H (1.151, 3.625, 3.574)
H (0.502, 2.016, -0.188)
O (-2.299, -0.157, -4.004)
C (0.979, -0.081, 2.117)
C (-2.077, -1.194, 2.751)
C (2.178, 3.269, 3.498)
H (-4.043, 1.885, 1.384)
H (-5.548, 2.413, 3.004)
C (0.887, 1.192, -0.788)
N (2.155, 1.875, 3.080)
H (-1.469, -2.013, 3.141)
C (-4.064, 0.149, 2.717)
C (-3.486, 1.030, 1.772)
H (1.797, 1.456, -1.347)
N (3.372, -0.097, 2.635)
C (-0.318, -1.628, -4.730)
C (1.869, -1.695, -5.754)

***

(5)
Formula: C22H21N3O3S
Source: OMol25
Level of theory: ωB97M-V/def2-TZVPD

Results
**SMILES**: Cc1ccc(N2CCN(C(=S)c3ccc(-c4ccccc4[N+](=O)[O-])o3)CC2)cc1
**E_LUMO**: -0.85 eV
**ΔE to the lowest compared entry with this formula, charge and spin**: 458.0 kJ/mol
**Charge**: 0
**DFT total energy**: -44599.6234 eV

Cartesian coordinates (Å):
C (0.336, -1.103, -2.576)
C (-1.450, -1.982, 5.344)
H (4.099, -2.046, -0.711)
C (-1.365, -0.625, -3.931)
H (3.413, 0.639, -1.078)
C (-1.273, 0.329, -2.939)
H (-2.209, 4.431, -0.996)
H (-2.069, -0.646, -4.738)
H (3.775, -1.520, 1.863)
C (1.414, -1.941, 2.859)
O (-0.238, 0.034, -2.122)
O (-0.069, 3.331, -0.533)
C (3.163, -1.789, -0.202)
O (0.528, 2.488, -2.417)
C (1.354, -0.646, 2.338)
H (4.233, -0.187, 0.810)
H (-1.011, -1.853, 6.334)
C (-0.490, -1.521, 4.289)
H (0.726, 0.765, 0.365)
C (-0.333, -1.542, -3.698)
S (1.535, -3.406, -2.050)
C (0.512, -2.359, 3.818)
H (2.156, -2.644, 2.514)
H (-5.353, 2.414, -3.079)
H (-1.316, 0.445, 4.119)
C (-1.693, 2.592, -1.936)
C (3.435, -0.906, 1.030)
H (2.148, 1.797, 0.622)
H (1.810, 0.856, -1.772)
H (0.286, 1.217, 2.462)
H (-3.810, 0.590, -3.630)
N (2.276, -1.079, -1.100)
H (-0.093, -2.417, -4.266)
H (-4.585, 4.324, -1.708)
C (1.818, 0.774, 0.397)
C (-4.327, 2.463, -2.748)
C (-3.898, 3.538, -1.979)
H (0.583, -3.368, 4.199)
H (-1.685, -3.037, 5.218)
N (-0.313, 2.802, -1.598)
C (1.419, -1.756, -1.872)
C (-2.581, 3.599, -1.575)
C (0.349, 0.200, 2.819)
N (2.266, -0.160, 1.414)
H (-2.373, -1.408, 5.307)
C (-0.552, -0.235, 3.768)
C (-2.119, 1.471, -2.665)
C (2.360, 0.355, -0.978)
H (2.669, -2.723, 0.083)
C (-3.457, 1.443, -3.072)

***

(6)
Formula: C22H21N3O3S
Source: OMol25
Level of theory: ωB97M-V/def2-TZVPD

Results
**SMILES**: C=CCn1c(COc2ccccc2-c2ccccc2)nnc1S[C@@H]1CCOC1=O
**E_LUMO**: 0.63 eV
**ΔE to the lowest compared entry with this formula, charge and spin**: 323.7 kJ/mol
**Charge**: 0
**DFT total energy**: -44601.0158 eV

Cartesian coordinates (Å):
C (-3.272, -0.492, 1.004)
H (8.179, 0.474, -0.200)
O (-1.510, -0.688, -1.291)
H (-5.932, 0.167, -1.755)
C (-3.915, 0.210, -0.053)
H (7.366, 1.948, 0.254)
N (2.898, 0.487, -1.297)
C (-2.619, -1.066, -3.402)
N (1.681, 0.966, -1.733)
C (0.715, 0.382, -1.073)
C (2.637, -0.344, -0.303)
C (-4.979, -0.603, -3.581)
H (-1.214, 1.229, -0.504)
S (3.864, -1.201, 0.662)
C (0.665, -0.593, 2.201)
C (5.998, 0.000, 2.017)
H (-0.440, -1.476, 0.658)
H (6.177, -0.568, -0.886)
H (1.128, -2.224, 0.872)
H (0.408, 0.448, 2.251)
H (1.149, -0.825, 4.353)
C (-3.789, -1.029, -4.164)
C (-5.017, -0.184, -2.241)
H (-3.947, 1.663, 3.533)
H (4.464, 1.142, 1.030)
C (5.005, 0.200, 0.833)
C (7.282, 0.836, 0.325)
C (1.057, -1.290, 3.351)
C (5.988, 0.369, -0.318)
N (1.293, -0.422, -0.136)
C (-2.672, -0.672, -2.028)
H (-2.830, -0.458, 3.152)
H (-5.865, -0.584, -4.172)
H (-5.133, 2.849, 1.783)
C (-3.315, 0.018, 2.308)
H (1.439, -2.318, 3.305)
C (-4.582, 1.933, 1.517)
C (0.616, -1.275, 0.871)
H (-2.748, -1.405, 0.775)
H (-1.709, -1.442, -3.850)
O (5.580, -0.291, 3.132)
O (7.249, 0.374, 1.692)
C (-0.789, 0.566, -1.293)
C (-3.892, -0.244, -1.447)
H (5.641, 1.139, -0.986)
C (-4.610, 1.401, 0.246)
C (-3.937, 1.242, 2.540)
H (-0.881, 1.121, -2.192)
H (-3.758, -1.388, -5.187)
H (-5.124, 1.920, -0.573)

***

(7)
Formula: C22H21N3O3S
Source: OMol25
Level of theory: ωB97M-V/def2-TZVPD

Results
**SMILES**: COc1ccc(NC(=O)c2nc(C)c([C@]3(C)CC(c4ccccc4)=NO3)s2)cc1
**E_LUMO**: 0.40 eV
**ΔE to the lowest compared entry with this formula, charge and spin**: 239.1 kJ/mol
**Charge**: 0
**DFT total energy**: -44601.8928 eV

Cartesian coordinates (Å):
H (-0.821, 1.938, 2.266)
C (4.640, -0.949, 0.291)
H (3.336, 2.925, -2.515)
C (2.592, 1.835, -0.874)
C (2.382, 2.760, -2.021)
C (2.029, -1.844, -1.070)
H (-0.031, 0.532, 1.527)
C (0.912, 3.693, 1.485)
C (0.578, 2.456, 0.650)
C (-4.029, -1.052, 1.441)
C (-2.728, 0.668, 0.370)
N (3.629, 0.959, -0.934)
H (-1.772, -2.792, -2.461)
C (-5.033, -0.887, 0.501)
H (0.001, 4.238, 1.720)
O (-0.097, 2.885, -0.563)
H (-0.164, -3.603, 1.547)
H (-2.014, -1.188, -1.707)
O (-1.484, -2.721, -0.408)
C (-0.443, 1.522, 1.330)
C (0.664, -1.950, -1.272)
H (1.576, 4.346, 0.925)
H (1.959, 3.703, -1.689)
H (-2.106, -0.423, 2.116)
C (1.822, -2.992, 1.026)
H (1.691, 2.316, -2.736)
H (2.643, -1.364, -1.816)
H (-5.927, -1.489, 0.554)
H (-3.615, 1.566, -1.350)
N (3.994, -2.144, 0.331)
C (-3.745, 0.828, -0.574)
H (-5.671, 0.189, -1.238)
C (-0.136, -2.574, -0.319)
C (-1.529, 1.476, 0.283)
S (2.493, 0.516, 1.311)
O (5.832, -0.839, 0.456)
C (-2.883, -0.281, 1.381)
H (0.239, -1.541, -2.174)
C (1.831, 1.726, 0.259)
H (-3.189, -2.489, -1.423)
C (0.464, -3.108, 0.824)
C (-2.134, -2.267, -1.572)
N (-1.280, 2.239, -0.709)
C (-4.888, 0.056, -0.506)
H (1.404, 3.390, 2.406)
C (2.616, -2.338, 0.088)
H (4.549, -2.942, 0.612)
C (3.709, 0.198, 0.091)
H (-4.138, -1.787, 2.224)
H (2.274, -3.394, 1.921)

***

(8)
Formula: C22H21N3O6S2
Source: OMol25
Level of theory: ωB97M-V/def2-TZVPD

Results
**SMILES**: Cc1ccnc(SCc2cc(=O)c(OC(=O)c3ccc(S(=O)(=O)N4CCCC4)cc3)co2)n1
**E_LUMO**: -0.33 eV
**ΔE to the lowest compared entry with this formula, charge and spin**: 36.7 kJ/mol
**Charge**: 0
**DFT total energy**: -61579.9267 eV

Cartesian coordinates (Å):
S (6.615, -0.357, 0.744)
N (-6.433, -0.431, 1.044)
H (-9.219, -3.719, -0.868)
H (4.056, -1.139, 1.753)
C (-3.441, 0.697, 1.051)
C (-6.630, -0.399, -0.265)
H (5.692, -2.827, 0.654)
H (4.761, -3.416, -1.948)
H (7.713, -1.652, -2.304)
H (-8.245, -3.187, -2.256)
H (-6.663, -1.547, 2.735)
H (6.687, -3.570, -0.612)
C (4.974, -2.489, -1.420)
C (-8.210, -3.511, -1.220)
H (1.743, -0.315, 1.303)
C (-7.422, -2.587, 0.998)
C (-6.832, -1.532, 1.666)
H (3.340, 2.677, -1.296)
H (5.657, 1.828, -0.828)
O (-1.526, -0.517, 1.735)
C (6.070, -2.703, -0.359)
O (6.616, -1.016, 2.015)
H (4.911, -0.526, -2.362)
C (-5.383, 2.031, 0.190)
N (6.909, -1.527, -0.405)
O (0.117, 1.066, 0.314)
H (-5.924, 1.784, 1.100)
C (4.786, 1.362, -0.395)
C (-1.823, 2.315, -0.435)
H (7.194, -0.030, -1.809)
C (-1.226, 1.328, 0.267)
H (-7.740, -3.478, 1.514)
O (-3.148, 2.519, -0.427)
H (5.628, -1.771, -3.385)
O (0.851, 2.696, -1.069)
H (-7.631, -4.430, -1.145)
H (4.050, -2.144, -0.956)
C (5.546, -1.412, -2.360)
H (-4.112, 0.076, 1.622)
S (-6.143, 1.028, -1.153)
C (4.954, 0.281, 0.451)
O (7.543, 0.705, 0.499)
C (2.596, 0.144, 0.828)
C (1.062, 1.760, -0.337)
C (2.412, 1.220, -0.040)
C (3.510, 1.834, -0.643)
H (-5.525, 3.069, -0.103)
C (6.935, -1.086, -1.782)
C (3.876, -0.323, 1.071)
C (-2.022, 0.392, 1.098)
C (-3.932, 1.712, 0.311)
N (-7.185, -1.347, -1.002)
C (-7.586, -2.447, -0.384)
H (-1.298, 3.024, -1.058)